DFT (ωB97M-V/def2-TZVPD) results for a cluster of 11 separate species, C44H121N11O11 in total at a distorted geometry.

Results
- highest occupied orbital energy (eV) = -8.69
- Kohn-Sham gap (eV) = 9.233
- relative energy (zero: lowest compared OMol25 entry of this formula, charge and spin) (kcal per mole) = 135.91
- SMILES = COC[C@H](C)N.COC[C@H](C)N.COC[C@H](C)N.COC[C@H](C)N.COC[C@H](C)N.COC[C@H](C)N.COC[C@H](C)N.COC[C@H](C)N.COC[C@H](C)N.COC[C@H](C)N.COC[C@H](C)N
- electronic energy (hartree) = -3178.57167
- LUMO (eV) = 0.541

Each line ends with the Löwdin charge.
Atoms and positions in Å:
C  -6.66  -3.68  1.55  -0.0761
O  -6.74  -4.11  0.16  -0.2160
C  -5.93  -5.20  -0.22  -0.1717
C  -4.34  -4.97  -0.19  -0.4202
C  -3.86  -3.90  -1.15  -0.0425
N  -3.61  -6.21  -0.30  0.0615
H  -7.27  -2.82  1.84  0.0860
H  -5.67  -3.61  1.99  0.0623
H  -7.15  -4.48  2.10  0.0773
H  -6.27  -5.96  0.49  0.1152
H  -6.29  -5.35  -1.24  0.1263
H  -4.34  -4.56  0.82  0.0811
H  -3.32  -4.31  -2.00  0.0796
H  -3.12  -3.23  -0.72  0.0504
H  -4.61  -3.24  -1.58  0.0603
H  -2.63  -5.97  -0.21  0.0234
H  -3.76  -6.87  0.45  0.0729
C  -6.58  -1.16  -1.41  -0.1399
O  -6.79  0.17  -1.72  -0.1936
C  -8.11  0.38  -2.29  -0.1489
C  -8.27  1.96  -2.49  -0.4059
C  -8.16  2.72  -1.15  -0.0701
N  -9.58  2.31  -3.00  0.0106
H  -5.62  -1.37  -0.93  0.0695
H  -6.52  -1.71  -2.35  0.0858
H  -7.42  -1.66  -0.93  0.0816
H  -8.36  -0.11  -3.23  0.1154
H  -8.79  -0.07  -1.57  0.1164
H  -7.50  2.33  -3.17  0.1273
H  -7.21  2.53  -0.63  0.0655
H  -9.03  2.57  -0.52  0.0800
H  -8.17  3.79  -1.33  0.0658
H  -9.58  3.31  -3.10  0.0648
H  -9.85  2.00  -3.92  0.0673
C  -1.10  2.41  3.38  -0.0854
O  0.29  2.20  3.63  -0.2082
C  1.03  3.14  4.49  -0.1543
C  2.54  2.75  4.49  -0.4651
C  3.53  3.55  5.33  -0.0414
N  2.98  2.78  3.14  0.0367
H  -1.31  1.91  2.44  0.0676
H  -1.32  3.45  3.13  0.0770
H  -1.69  2.00  4.20  0.0899
H  0.89  4.19  4.22  0.1145
H  0.63  3.13  5.50  0.1165
H  2.46  1.70  4.76  0.1314
H  4.50  3.06  5.23  0.0779
H  3.09  3.57  6.32  0.0790
H  3.64  4.55  4.90  0.0779
H  3.91  2.40  3.03  0.0731
H  2.46  2.01  2.73  0.0648
C  7.53  2.63  -1.47  -0.1023
O  6.75  1.49  -1.19  -0.2061
C  6.15  1.40  0.09  -0.1841
C  5.28  0.11  0.22  -0.3887
C  6.01  -1.27  -0.02  -0.0384
N  4.26  0.12  -0.78  0.0479
H  8.04  2.57  -2.44  0.0908
H  8.15  2.94  -0.63  0.0859
H  6.81  3.44  -1.59  0.0783
H  6.94  1.39  0.84  0.1249
H  5.45  2.23  0.20  0.1133
H  4.74  0.20  1.16  0.1214
H  5.37  -2.15  0.05  0.0474
H  6.62  -1.51  0.84  0.0680
H  6.69  -1.38  -0.87  0.0809
H  4.73  0.07  -1.67  0.0602
H  3.82  1.03  -0.73  0.0462
C  -2.86  -0.36  0.76  -0.0506
O  -1.42  -0.46  0.50  -0.2124
C  -1.09  -0.40  -0.85  -0.2295
C  0.37  -0.23  -1.21  -0.3779
C  0.90  1.17  -0.59  -0.0266
N  0.48  -0.14  -2.64  0.0540
H  -3.04  -0.55  1.81  0.0805
H  -3.26  -1.25  0.26  0.0592
H  -3.41  0.51  0.40  0.0766
H  -1.47  -1.35  -1.24  0.1201
H  -1.65  0.42  -1.29  0.1208
H  1.07  -0.98  -0.83  0.0979
H  0.49  2.10  -0.99  0.0575
H  1.94  1.26  -0.89  0.0204
H  0.96  0.98  0.48  0.0686
H  1.35  0.15  -3.06  0.0585
H  -0.21  0.53  -2.96  0.0706
C  -3.11  3.37  0.33  -0.1118
O  -2.45  4.60  0.33  -0.2192
C  -3.34  5.69  0.37  -0.1907
C  -2.50  6.99  0.45  -0.3947
C  -1.76  7.25  1.75  -0.0717
N  -3.40  8.22  0.26  0.0338
H  -3.26  3.08  1.37  0.0816
H  -2.48  2.68  -0.22  0.0818
H  -4.11  3.41  -0.09  0.0880
H  -3.98  5.78  -0.51  0.1239
H  -3.92  5.47  1.27  0.1301
H  -1.71  6.95  -0.31  0.1152
H  -1.26  6.31  1.98  0.0625
H  -2.45  7.51  2.56  0.0839
H  -0.96  7.96  1.62  0.0790
H  -2.79  9.01  0.38  0.0555
H  -3.58  8.18  -0.74  0.0527
C  4.66  -6.45  3.94  -0.1341
O  4.79  -5.18  3.38  -0.1627
C  3.60  -4.76  2.67  -0.1544
C  3.64  -3.29  2.24  -0.4609
C  3.39  -2.36  3.43  -0.0351
N  2.82  -2.86  1.20  0.0484
H  4.08  -7.17  3.36  0.0834
H  3.96  -6.33  4.78  0.0823
H  5.57  -6.94  4.29  0.0907
H  3.42  -5.25  1.71  0.1192
H  2.72  -4.94  3.29  0.1242
H  4.58  -3.03  1.75  0.1141
H  3.90  -2.75  4.31  0.0815
H  2.32  -2.30  3.61  0.0641
H  3.73  -1.35  3.23  0.0644
H  2.95  -1.96  0.76  0.0800
H  2.85  -3.61  0.52  0.0611
C  3.15  2.96  -3.71  -0.0888
O  3.19  1.62  -4.21  -0.2069
C  3.91  1.48  -5.40  -0.2030
C  4.02  -0.05  -5.74  -0.4388
C  5.06  -0.70  -4.89  -0.0666
N  4.21  -0.43  -7.15  0.0351
H  2.49  3.59  -4.30  0.0748
H  4.11  3.48  -3.65  0.0838
H  2.77  2.85  -2.69  0.0629
H  3.46  1.95  -6.27  0.1188
H  4.89  1.91  -5.21  0.1199
H  3.05  -0.52  -5.57  0.1304
H  5.03  -0.30  -3.88  0.0638
H  5.97  -0.23  -5.27  0.0780
H  5.19  -1.78  -4.94  0.0813
H  3.56  0.13  -7.68  0.0615
H  5.04  0.03  -7.51  0.0637
C  2.94  -2.73  -2.71  -0.1311
O  2.47  -3.94  -2.24  -0.1772
C  1.17  -3.85  -1.73  -0.2013
C  0.96  -5.18  -0.95  -0.4190
C  1.15  -6.43  -1.78  -0.0694
N  -0.39  -5.34  -0.43  0.0418
H  2.32  -2.38  -3.53  0.0841
H  3.96  -2.86  -3.06  0.0870
H  2.81  -1.95  -1.95  0.0565
H  1.04  -3.01  -1.05  0.0840
H  0.42  -3.64  -2.49  0.1310
H  1.74  -5.17  -0.19  0.1129
H  0.36  -6.53  -2.53  0.0772
H  0.86  -7.31  -1.21  0.0737
H  2.15  -6.59  -2.20  0.0782
H  -0.54  -4.58  0.22  0.0236
H  -1.04  -5.47  -1.18  0.0575
C  -3.76  -5.72  4.08  -0.1331
O  -2.63  -4.87  4.16  -0.1909
C  -2.04  -4.41  2.84  -0.1091
C  -0.79  -3.48  3.09  -0.4094
C  -1.09  -2.32  3.97  -0.0652
N  -0.23  -3.07  1.78  0.0712
H  -3.58  -6.61  3.48  0.0702
H  -4.69  -5.36  3.65  0.0690
H  -3.88  -6.22  5.05  0.0858
H  -1.83  -5.27  2.21  0.1047
H  -2.73  -3.75  2.33  0.1005
H  -0.03  -4.07  3.59  0.1286
H  -1.54  -2.54  4.93  0.0810
H  -1.85  -1.67  3.54  0.0651
H  -0.22  -1.68  4.15  0.0766
H  0.77  -3.03  1.91  0.0265
H  -0.43  -2.09  1.63  0.0499
C  3.06  5.31  1.26  -0.1180
O  2.59  6.09  0.15  -0.2044
C  1.48  5.29  -0.48  -0.1342
C  0.93  5.80  -1.85  -0.4461
C  -0.18  4.91  -2.38  -0.0520
N  1.91  5.99  -2.89  0.0458
H  3.95  5.80  1.68  0.0855
H  3.31  4.29  0.96  0.0578
H  2.23  5.39  1.96  0.0740
H  1.87  4.29  -0.64  0.0957
H  0.63  5.19  0.19  0.1150
H  0.56  6.81  -1.63  0.1204
H  0.35  3.96  -2.47  0.0575
H  -0.57  5.09  -3.39  0.0805
H  -1.07  4.87  -1.76  0.0594
H  1.51  6.63  -3.57  0.0785
H  2.66  6.47  -2.42  0.0716

=====

DFT (ωB97M-V/def2-TZVPD) results for an isolated molecule of C11H11N2O2 at a distorted geometry.

Results
- highest occupied orbital energy (spin up / spin down) (eV) = -8.31 / -8.55
- Kohn-Sham gap (spin up / spin down) (eV) = 8.850 / 6.535
- relative energy (zero: lowest compared OMol25 entry of this formula, charge and spin) (kcal per mole) = 5.58
- electronic energy (hartree) = -685.71532
- LUMO (spin up / spin down) (eV) = 0.535 / -2.017
- spin multiplicity = 2

Each line ends with the Löwdin charge.
Atoms and positions in Å:
H  -0.19  0.50  2.47  0.1089
C  0.69  -0.12  2.28  -0.0172
C  1.06  -0.37  0.96  -0.1341
C  2.21  -1.23  0.67  -0.2428
C  2.95  -1.78  1.71  -0.0102
C  2.58  -1.49  3.03  -0.0778
C  1.46  -0.67  3.31  -0.0860
N  2.38  -1.33  -0.70  0.1105
C  1.41  -0.57  -1.28  -0.0633
C  0.57  0.06  -0.31  -0.1262
C  -0.58  0.97  -0.54  -0.0851
C  -1.69  0.40  -1.46  -0.3013
C  -2.66  1.51  -1.80  -0.5261
O  -2.79  2.12  -2.84  0.0890
O  -3.51  1.84  -0.81  0.0715
N  -2.35  -0.75  -0.83  0.0750
H  3.81  -2.40  1.46  0.1127
H  3.16  -1.90  3.86  0.1029
H  1.19  -0.47  4.35  0.0996
H  1.30  -0.44  -2.36  0.1138
H  -1.01  1.23  0.43  0.1215
H  -0.21  1.90  -1.02  0.1471
H  -1.25  0.07  -2.41  0.1493
H  -3.88  2.55  -1.53  0.1962
H  -2.78  -0.42  0.04  0.0833
H  -3.10  -1.10  -1.43  0.0887

=====

DFT (ωB97M-V/def2-TZVPD) results for a structure of composition C50H58NOP2Si3TeTi at a distorted geometry.

Results
- highest occupied orbital energy (eV) = -9.75
- Kohn-Sham gap (eV) = 5.669
- relative energy (zero: lowest compared OMol25 entry of this formula, charge and spin) (kcal per mole) = 31.46
- charge = +1
- electronic energy (hartree) = -4738.57057
- LUMO (eV) = -4.083

Each line ends with the Löwdin charge.
Atoms and positions in Å:
Ti  -0.90  -0.56  0.23  0.8826
Te  3.26  0.33  -2.39  1.3257
C  4.10  2.28  -2.51  -0.5300
C  3.32  3.34  -2.94  -0.1346
C  3.87  4.62  -2.92  -0.1439
N  5.12  4.87  -2.53  0.0619
C  5.87  3.84  -2.15  -0.1428
C  5.41  2.53  -2.12  -0.1280
C  1.70  0.97  -1.02  -0.8567
P  1.65  -0.15  0.41  0.8508
C  3.36  -0.70  0.82  -0.3916
C  4.37  0.27  0.79  -0.1559
C  5.66  -0.05  1.16  -0.0605
C  5.97  -1.35  1.57  -0.0654
C  4.97  -2.31  1.61  -0.0602
C  3.67  -1.98  1.24  -0.0919
C  1.58  0.70  2.07  -0.3782
C  2.18  1.92  2.35  -0.1016
C  2.21  2.39  3.65  -0.0604
C  1.65  1.65  4.68  -0.0611
C  1.08  0.41  4.42  -0.0569
C  1.06  -0.06  3.11  -0.1174
P  0.02  0.96  -1.71  0.8662
C  0.00  1.17  -3.56  -0.3289
C  -0.60  2.28  -4.16  -0.0747
C  -0.58  2.44  -5.54  -0.0644
C  0.01  1.49  -6.36  -0.0630
C  0.58  0.37  -5.78  -0.0616
C  0.56  0.20  -4.40  -0.1794
C  -0.80  2.55  -1.31  -0.4317
C  -0.14  3.77  -1.30  -0.0994
C  -0.87  4.95  -1.15  -0.0673
C  -2.25  4.90  -0.98  -0.0599
C  -2.91  3.68  -0.98  -0.0535
C  -2.19  2.51  -1.15  -0.1137
H  2.31  3.18  -3.29  0.0822
H  3.29  5.47  -3.25  0.1076
H  6.88  4.08  -1.85  0.1083
H  6.06  1.73  -1.80  0.0918
H  4.14  1.28  0.46  0.0853
H  6.42  0.71  1.15  0.1119
H  6.98  -1.60  1.86  0.1098
H  5.20  -3.32  1.93  0.1105
H  2.90  -2.74  1.30  0.0608
H  2.59  2.51  1.55  0.1128
H  2.66  3.36  3.86  0.1127
H  1.65  2.04  5.70  0.1094
H  0.67  -0.18  5.22  0.1111
H  0.62  -1.03  2.91  0.0757
H  -1.09  3.04  -3.58  0.0942
H  -1.04  3.33  -5.97  0.1109
H  0.02  1.62  -7.43  0.1118
H  1.04  -0.39  -6.40  0.1135
H  0.99  -0.69  -4.00  0.0161
H  0.93  3.80  -1.42  0.1019
H  -0.36  5.90  -1.17  0.1149
H  -2.81  5.82  -0.85  0.1118
H  -3.98  3.65  -0.86  0.1112
H  -2.69  1.55  -1.21  0.0790
C  -4.39  -0.09  -0.07  -0.0867
O  -3.15  -0.77  -0.26  -0.4104
Si  -3.05  -2.44  -0.62  0.3754
C  -4.44  -3.41  0.18  -0.1312
C  -3.39  -2.47  -2.47  -0.1353
C  -1.32  -2.66  0.09  -0.4950
Si  -1.22  -3.74  1.68  0.4501
C  0.56  -3.78  2.31  -0.1706
C  -1.74  -5.51  1.28  -0.1627
C  -2.21  -3.31  3.23  -0.1808
Si  -0.24  -3.50  -1.25  0.4159
C  -0.91  -5.16  -1.83  -0.1648
C  1.59  -3.69  -0.85  -0.1605
C  -0.20  -2.44  -2.82  -0.1851
H  -5.02  -0.64  0.63  0.0949
H  -4.92  0.01  -1.02  0.1046
H  -4.19  0.90  0.34  0.0876
H  -5.41  -3.05  -0.14  0.0483
H  -4.41  -3.39  1.28  0.0277
H  -4.37  -4.46  -0.12  0.0440
H  -4.47  -2.39  -2.64  0.0489
H  -3.07  -3.39  -2.95  0.0355
H  -2.92  -1.63  -2.98  0.0410
H  1.09  -4.66  1.94  0.0351
H  0.56  -3.84  3.41  0.0490
H  1.13  -2.90  2.03  -0.0168
H  -0.89  -6.10  0.91  0.0307
H  -2.53  -5.57  0.53  0.0155
H  -2.10  -6.00  2.18  0.0436
H  -1.85  -2.42  3.75  0.0276
H  -2.07  -4.16  3.91  0.0477
H  -3.29  -3.21  3.08  0.0255
H  -0.52  -5.99  -1.24  0.0290
H  -0.61  -5.33  -2.87  0.0478
H  -2.00  -5.21  -1.79  0.0262
H  1.79  -4.36  -0.01  0.0237
H  2.06  -2.73  -0.65  -0.0067
H  2.09  -4.11  -1.73  0.0543
H  -0.96  -2.70  -3.54  0.0421
H  0.77  -2.58  -3.30  0.0474
H  -0.32  -1.38  -2.59  -0.0381
C  -1.39  4.48  3.23  -0.0573
C  -0.63  4.04  2.14  -0.0556
C  -0.72  2.74  1.72  -0.0680
C  -1.58  1.80  2.32  -0.1487
C  -1.74  0.44  1.85  -0.1516
C  -2.67  -0.33  2.52  -0.1505
C  -3.39  0.11  3.65  -0.0554
C  -3.22  1.38  4.10  -0.0063
C  -2.34  2.26  3.44  -0.1565
C  -2.22  3.60  3.87  -0.0253
H  -1.31  5.51  3.57  0.1101
H  0.04  4.72  1.64  0.1134
H  -0.09  2.41  0.91  0.0664
H  -2.89  -1.33  2.17  0.0487
H  -4.08  -0.57  4.14  0.1150
H  -3.77  1.74  4.96  0.1227
H  -2.80  3.92  4.73  0.1169

=====

DFT (ωB97M-V/def2-TZVPD) results for the ion C15H16N3O2 with charge +1 at a distorted geometry.

Results
- highest occupied orbital energy (eV) = -12.95
- Kohn-Sham gap (eV) = 9.177
- charge = +1
- SMILES = [NH3+]/C(=N\CCc1ccccc1)c1cccc([N+](=O)[O-])c1
- electronic energy (hartree) = -895.59567
- LUMO (eV) = -3.778

Each line ends with the Löwdin charge.
Atoms and positions in Å:
N  -0.08  0.82  -0.81  0.2683
C  -0.18  -0.73  -0.71  -0.2219
N  0.80  -1.46  -0.84  0.1318
C  2.17  -1.15  -1.10  -0.1726
C  2.92  -0.76  0.19  -0.1108
C  2.71  0.68  0.56  -0.2557
C  3.49  1.68  -0.01  -0.0267
C  3.29  3.01  0.31  -0.0482
C  2.29  3.37  1.19  -0.0621
C  1.50  2.40  1.77  -0.0705
C  1.69  1.06  1.45  -0.1064
C  -1.52  -1.23  -0.42  -0.1462
C  -1.64  -2.55  0.05  0.0106
C  -2.88  -3.09  0.33  -0.0204
C  -4.03  -2.34  0.15  0.0405
C  -3.91  -1.04  -0.32  -0.1222
N  -5.09  -0.22  -0.53  -0.3585
O  -4.90  0.93  -0.87  0.0889
O  -6.16  -0.73  -0.34  0.1244
C  -2.67  -0.48  -0.61  0.0476
H  0.31  1.10  -1.72  0.1727
H  0.60  1.12  -0.04  0.1070
H  -0.99  1.27  -0.67  0.1403
H  2.61  -2.06  -1.50  0.1257
H  2.29  -0.34  -1.84  0.1245
H  3.98  -0.93  0.02  0.1261
H  2.60  -1.42  1.00  0.1264
H  4.29  1.40  -0.69  0.1239
H  3.92  3.77  -0.13  0.1155
H  2.15  4.41  1.46  0.1135
H  0.74  2.67  2.49  0.1159
H  1.12  0.29  1.95  0.1288
H  -0.74  -3.13  0.19  0.1209
H  -2.96  -4.10  0.70  0.1219
H  -5.01  -2.73  0.37  0.1322
H  -2.69  0.52  -1.02  0.1149

=====

> Which formula does entry 3 have?

C50H58NOP2Si3TeTi

=====

> Which of these has the highest electronic energy?

C11H11N2O2

=====

> Look up the electronic energy of the first one.

-3178.57167 hartree

=====

> The lowest electronic energy belongs to which entry?

C50H58NOP2Si3TeTi